[1]
C21H21BrFNOPt | ωB97M-V/def2-TZVPD

Each line ends with the Löwdin charge.
Geometry (Å):
Pt: -0.15 0.34 -0.22  1.2743
O: 1.67 -1.37 -0.82  -0.1367
C: 2.01 -2.20 0.31  -0.2062
C: 2.84 -1.43 1.33  -0.1411
C: 2.18 -0.10 1.73  -0.1300
C: 0.85 -0.26 2.43  -0.2392
C: 0.79 -0.71 3.73  0.0248
C: -0.42 -0.80 4.39  0.0159
C: -1.58 -0.39 3.73  0.0006
C: -1.47 0.05 2.43  -0.0905
N: -0.29 0.09 1.78  -0.0475
H: 2.47 -1.15 -1.32  0.1016
H: 2.52 -3.10 -0.02  0.1368
H: 1.06 -2.50 0.74  0.1188
H: 3.84 -1.23 0.95  0.1305
H: 2.96 -2.07 2.21  0.1316
H: 2.05 0.50 0.83  0.0632
H: 2.84 0.47 2.38  0.1431
H: 1.71 -0.98 4.23  0.1410
H: -0.47 -1.16 5.41  0.1364
H: -2.54 -0.41 4.21  0.1335
H: -2.33 0.41 1.89  0.1267
Br: -6.41 -1.52 -1.09  0.8566
C: -4.61 -1.05 -0.91  -0.6841
C: -3.78 -1.80 -0.10  -0.0907
C: -2.45 -1.42 0.08  -0.1144
C: -1.98 -0.32 -0.62  -0.2728
C: -2.79 0.43 -1.45  -0.0837
C: -4.12 0.06 -1.60  -0.0889
H: -4.16 -2.68 0.40  0.1202
H: -1.81 -2.03 0.69  0.1114
H: -2.43 1.27 -2.02  0.0817
H: -4.78 0.64 -2.24  0.1201
F: 3.13 1.15 -4.88  0.1684
C: 2.38 1.42 -3.84  -0.2226
C: 3.01 1.70 -2.62  0.0510
C: 2.24 1.98 -1.53  -0.0173
C: 0.82 2.01 -1.64  -0.3659
C: 0.00 2.39 -0.52  -0.0593
C: 0.23 1.74 -2.90  0.0061
C: 1.00 1.44 -4.00  0.0609
H: 4.10 1.71 -2.58  0.1461
H: 2.71 2.23 -0.59  0.1321
H: -1.01 2.75 -0.70  0.0955
H: 0.47 2.84 0.36  0.1023
H: -0.84 1.82 -3.02  0.1110
H: 0.57 1.25 -4.98  0.1484

The value obtained for the LUMO energy is -8.2 eV. The total charge is +2. For the strongest force on any atom, the calculation gives 1.7 eV/A.

[2]
C21H76N14O17 | ωB97M-V/def2-TZVPD

Each line ends with the Löwdin charge.
Geometry (Å):
C: -3.50 1.80 3.17  -0.0805
C: -2.26 2.44 2.67  -0.3710
O: -2.55 2.69 1.32  -0.0850
H: -4.26 2.53 2.78  0.1115
H: -3.56 1.87 4.22  0.0638
H: -3.69 0.84 2.80  0.0355
H: -1.27 2.00 2.96  0.1039
H: -2.16 3.48 3.10  0.1120
H: -1.86 3.35 1.13  0.0232
C: -0.07 0.71 -0.04  -0.0859
C: -0.68 -0.38 0.74  -0.3081
O: -1.10 -1.32 -0.19  -0.0943
H: -0.62 1.15 -0.85  0.0613
H: 0.89 0.30 -0.50  0.0833
H: 0.20 1.47 0.68  0.0602
H: -1.58 0.07 1.22  0.0978
H: 0.07 -0.75 1.55  0.1447
H: -1.95 -1.71 -0.11  0.0392
C: -1.08 -4.02 2.34  -0.0542
C: -0.52 -4.23 1.01  -0.3725
O: 0.22 -5.37 0.85  -0.0609
H: -1.73 -4.84 2.63  0.1013
H: -1.68 -3.14 2.38  0.0335
H: -0.41 -3.77 3.14  0.0649
H: 0.15 -3.41 0.65  0.1078
H: -1.33 -4.20 0.34  0.0869
H: 0.69 -5.39 -0.03  0.0847
C: 2.78 -4.28 -1.54  -0.0813
C: 2.77 -3.17 -0.51  -0.3301
O: 1.92 -2.14 -0.96  -0.1474
H: 3.15 -3.94 -2.44  0.0310
H: 1.74 -4.75 -1.67  0.0830
H: 3.46 -5.12 -1.18  0.1152
H: 3.83 -2.87 -0.36  0.1097
H: 2.41 -3.54 0.49  0.1190
H: 2.10 -1.35 -0.36  0.0727
C: -1.12 5.45 1.21  -0.6548
O: -1.34 5.72 2.51  -0.1144
N: -0.41 4.41 0.94  0.1257
N: -1.49 6.19 0.17  0.1374
H: 0.00 3.89 1.76  0.0758
H: -0.04 4.08 0.06  0.0664
H: -2.10 7.14 0.28  0.2032
H: -1.22 5.73 -0.73  0.0442
C: -0.03 -1.89 -3.85  -0.7089
O: -0.55 -1.87 -5.06  -0.0395
N: 0.85 -2.77 -3.43  0.1527
N: -0.59 -1.26 -2.89  0.1315
H: 1.51 -2.95 -4.19  0.1335
H: 1.23 -2.81 -2.46  0.0721
H: -1.28 -0.51 -2.95  0.0816
H: -0.38 -1.39 -1.92  0.0888
C: -4.39 -2.59 0.11  -0.6202
O: -4.56 -3.88 0.56  -0.0777
N: -3.85 -1.68 0.86  0.1724
N: -4.63 -2.22 -1.13  0.1105
H: -3.66 -1.91 1.83  0.0784
H: -4.00 -0.69 0.60  0.1368
H: -5.21 -2.95 -1.65  0.1813
H: -4.55 -1.19 -1.36  0.1377
C: -0.58 4.34 -2.56  -0.5599
O: -1.50 3.89 -3.46  -0.0806
N: -0.49 5.64 -2.27  0.1138
N: 0.28 3.61 -1.91  0.1723
H: -1.08 6.29 -2.77  0.1366
H: 0.36 6.03 -1.75  0.1710
H: 0.41 2.61 -2.24  0.0967
H: 1.08 4.00 -1.41  0.0763
C: -2.42 -4.50 -2.44  -0.6769
O: -3.46 -5.39 -2.16  -0.1406
N: -2.51 -3.25 -2.42  0.1845
N: -1.23 -4.90 -2.66  0.1625
H: -3.36 -2.94 -1.98  0.0273
H: -1.81 -2.54 -2.75  0.0880
H: -1.06 -5.92 -2.53  0.1447
H: -0.39 -4.29 -2.75  0.0789
C: 4.06 -0.38 1.70  -0.5170
O: 2.84 -1.02 1.47  -0.1139
N: 4.73 0.07 0.66  0.1776
N: 4.73 -0.34 2.89  0.1705
H: 4.25 -0.05 -0.20  0.0525
H: 5.67 0.45 0.70  0.1287
H: 4.13 -0.56 3.66  0.0746
H: 5.37 0.43 3.13  0.1194
C: 1.93 2.86 3.11  -0.4762
O: 1.76 1.41 3.23  -0.1291
N: 0.91 3.69 3.16  0.1596
N: 3.03 3.37 2.70  0.1948
H: 0.14 3.26 3.73  0.1493
H: 1.11 4.67 3.14  0.1297
H: 3.59 2.70 2.27  0.1022
H: 3.20 4.32 2.61  0.1232
C: 4.01 -0.77 -2.93  -0.0783
O: 3.65 0.43 -2.16  -0.1798
H: 3.04 -1.13 -3.32  0.0729
H: 4.50 -1.48 -2.25  0.0771
H: 4.61 -0.43 -3.76  0.0759
H: 2.71 0.57 -2.25  0.0015
C: 1.27 1.74 -4.01  -0.1399
O: 1.07 0.93 -2.87  -0.1781
H: 0.28 2.25 -4.33  0.0999
H: 1.54 1.12 -4.88  0.1039
H: 1.94 2.62 -3.95  0.0911
H: 0.53 0.20 -3.22  0.0535
C: 1.42 -1.87 4.35  -0.1483
O: 2.14 -0.72 4.85  -0.1762
H: 1.75 -2.12 3.38  0.0253
H: 0.35 -1.55 4.27  0.0739
H: 1.66 -2.80 4.92  0.0965
H: 1.88 0.07 4.31  0.0121
C: -3.23 0.60 -3.42  -0.1010
O: -1.94 1.12 -3.13  -0.1857
H: -3.98 1.41 -3.16  0.1112
H: -3.40 -0.29 -2.86  0.0454
H: -3.28 0.51 -4.47  0.0762
H: -1.92 2.07 -3.42  0.0569
C: -2.81 -1.38 4.19  -0.1969
O: -3.99 -2.10 4.02  -0.1014
H: -2.11 -2.00 4.76  0.0777
H: -2.97 -0.49 4.78  0.0760
H: -2.21 -1.26 3.28  0.0564
H: -4.42 -2.10 4.88  0.0976
C: 3.08 2.85 -0.63  -0.1058
O: 2.15 3.69 0.04  -0.1513
H: 2.78 2.80 -1.67  0.0660
H: 3.09 1.87 -0.27  0.0362
H: 4.11 3.19 -0.64  0.0968
H: 2.37 3.83 0.96  0.0331

The value obtained for the LUMO energy is -0.8 eV. For the strongest force on any atom, the calculation gives 9.5 eV/A.

[3]
C25H30AuN4O4S2 | ωB97M-V/def2-TZVPD

Each line ends with the Löwdin charge.
Geometry (Å):
Au: -0.19 -0.26 0.32  1.0871
S: 0.10 -3.60 -2.68  1.0917
C: -1.48 -3.67 -2.01  -0.3793
C: -1.72 -2.67 -1.11  -0.1856
C: -0.62 -1.83 -0.93  -0.2601
C: 0.45 -2.19 -1.72  -0.5014
C: 1.71 -1.51 -1.68  -0.2913
C: 2.89 -1.95 -2.30  0.0030
C: 4.04 -1.21 -2.15  -0.0231
C: 4.01 -0.04 -1.39  -0.0241
C: 2.82 0.32 -0.79  -0.0902
N: 1.72 -0.38 -0.96  0.0271
H: -2.15 -4.45 -2.31  0.0763
H: -2.65 -2.58 -0.58  0.1096
H: 2.88 -2.88 -2.84  0.1090
H: 4.96 -1.53 -2.61  0.1218
H: 4.89 0.56 -1.26  0.1161
H: 2.73 1.20 -0.17  0.1274
C: -1.46 2.30 -6.62  -0.1008
C: -1.60 3.12 -5.34  -0.2567
C: -0.50 2.85 -4.32  -0.1892
C: -0.42 1.38 -3.87  -0.2157
N: -1.68 0.91 -3.34  0.0460
C: -2.07 1.04 -2.08  -0.7667
S: -1.04 1.81 -0.92  0.6715
N: -3.25 0.62 -1.66  0.0082
C: -4.22 -0.12 -2.45  -0.1733
C: -5.01 0.74 -3.44  -0.1929
C: -6.05 1.65 -2.79  -0.2477
C: -5.47 2.85 -2.06  -0.0971
H: -2.20 2.62 -7.35  0.0759
H: -1.61 1.24 -6.44  0.0597
H: -0.48 2.44 -7.06  0.0810
H: -2.58 2.93 -4.88  0.0864
H: -1.57 4.18 -5.60  0.1121
H: -0.66 3.47 -3.43  0.0980
H: 0.46 3.12 -4.74  0.1193
H: 0.34 1.27 -3.10  0.0774
H: -0.17 0.75 -4.72  0.1212
H: -2.35 0.58 -4.02  0.1335
H: -3.46 0.80 -0.69  0.1264
H: -4.91 -0.60 -1.75  0.1310
H: -3.69 -0.92 -2.99  0.1169
H: -5.52 0.06 -4.12  0.1174
H: -4.34 1.36 -4.04  0.0922
H: -6.67 1.06 -2.10  0.1099
H: -6.72 2.01 -3.57  0.1105
H: -4.95 2.56 -1.14  0.0589
H: -6.26 3.54 -1.79  0.0769
H: -4.76 3.38 -2.70  0.0734
O: -1.20 -0.32 2.37  -0.0448
C: -0.19 0.24 2.88  -0.6158
O: 0.70 0.72 2.15  -0.0643
C: -0.03 0.25 4.36  -0.1297
C: 1.26 0.24 4.88  0.0082
C: 1.46 0.14 6.24  0.0271
C: 0.34 0.06 7.07  -0.1268
C: -0.95 0.09 6.56  0.0264
C: -1.14 0.18 5.19  0.0117
N: 0.52 -0.09 8.51  -0.3611
O: -0.48 -0.14 9.18  0.0964
O: 1.65 -0.17 8.92  0.0981
H: 2.10 0.30 4.20  0.1214
H: 2.45 0.11 6.67  0.1258
H: -1.79 0.05 7.24  0.1246
H: -2.13 0.18 4.77  0.1252

The value obtained for the LUMO energy is -5.4 eV. The total charge is +1. For the strongest force on any atom, the calculation gives 1.5 eV/A.

[4]
C15H36FN2OS | ωB97M-V/def2-TZVPD

Each line ends with the Löwdin charge.
Geometry (Å):
C: -1.18 -4.35 -2.55  -0.0876
C: -0.88 -3.12 -1.69  -0.2593
C: -1.74 -1.91 -2.04  -0.3162
S: -3.28 -1.66 -1.11  1.1893
C: -3.24 -2.67 0.38  -0.3452
C: -3.52 -4.16 0.13  -0.1710
C: -2.53 -5.09 0.84  -0.1790
F: -1.94 -4.43 1.90  -0.0471
C: -3.01 -0.01 -0.46  -0.2923
C: -1.75 0.17 0.40  -0.4008
O: -1.01 1.26 -0.14  -0.0246
C: -2.07 0.49 1.88  -0.1840
N: -3.36 -0.05 2.33  0.0085
H: -0.63 -4.31 -3.48  0.0859
H: -2.24 -4.44 -2.78  0.0725
H: -0.88 -5.27 -2.04  0.0764
H: 0.15 -2.82 -1.88  0.1216
H: -0.92 -3.35 -0.63  0.0880
H: -1.17 -0.99 -1.92  0.0854
H: -2.05 -1.95 -3.09  0.1022
H: -4.05 -2.23 0.96  0.0952
H: -2.33 -2.49 0.93  0.0830
H: -3.51 -4.38 -0.94  0.0946
H: -4.53 -4.38 0.46  0.1198
H: -1.73 -5.42 0.17  0.1051
H: -3.03 -5.96 1.23  0.1276
H: -2.91 0.61 -1.35  0.1113
H: -3.92 0.27 0.06  0.0952
H: -1.12 -0.72 0.36  0.1300
H: -0.14 0.95 -0.42  0.0776
H: -2.03 1.57 1.99  0.1279
H: -1.25 0.09 2.49  0.1234
H: -3.21 -0.82 2.97  0.0793
H: -3.85 0.65 2.87  0.0843
C: 5.50 4.39 0.82  -0.0863
C: 4.52 3.90 -0.23  -0.2704
N: 3.91 2.62 0.12  -0.2021
C: 3.23 1.99 -0.99  -0.2540
C: 1.99 2.68 -1.57  -0.0813
C: 3.24 2.57 1.40  -0.2464
C: 2.11 3.57 1.66  -0.0771
H: 6.25 3.63 1.04  0.0821
H: 6.02 5.28 0.45  0.0757
H: 5.01 4.67 1.75  0.0657
H: 5.06 3.75 -1.17  0.1188
H: 3.77 4.69 -0.42  0.1040
H: 2.95 0.97 -0.67  0.1039
H: 3.96 1.85 -1.79  0.1120
H: 1.14 2.63 -0.90  0.0327
H: 1.70 2.20 -2.51  0.0717
H: 2.18 3.73 -1.79  0.0729
H: 4.00 2.70 2.18  0.1034
H: 2.87 1.55 1.54  0.1084
H: 2.39 4.59 1.38  0.0694
H: 1.87 3.59 2.73  0.0729
H: 1.19 3.32 1.13  0.0468

The value obtained for the LUMO energy is -2.5 eV. The total charge is +1. For the strongest force on any atom, the calculation gives 0.4 eV/A.